Record 1
{"formula": "C42H54Cl5MnP3Si", "method": "wB97M-V/def2-TZVPD", "total_charge": 1, "homo_ev": [-10.16, -10.61], "s_squared": 6.274, "gap_ev": [6.95, 8.18], "spin_multiplicity": 5, "symbols": ["C", "C", "H", "H", "C", "H", "C", "P", "H", "C", "H", "H", "H", "Cl", "C", "H", "C", "C", "Cl", "H", "C", "C", "H", "P", "H", "C", "H", "H", "H", "C", "H", "P", "H", "H", "C", "Cl", "Cl", "H", "C", "C", "C", "H", "H", "C", "H", "C", "H", "H", "C", "H", "C", "H", "C", "H", "C", "H", "H", "H", "H", "H", "H", "H", "C", "H", "H", "Mn", "H", "C", "C", "Si", "H", "H", "H", "C", "C", "C", "H", "H", "C", "C", "C", "H", "C", "H", "H", "H", "H", "H", "C", "C", "H", "C", "C", "C", "C", "H", "H", "C", "C", "H", "H", "Cl", "H", "C", "H", "C"], "xyz": [[1.03582, 4.72218, 1.67060], [0.26264, 3.89658, 0.86682], [-4.13280, -2.07733, 0.84291], [2.98158, -0.35901, -6.01736], [2.64097, 0.50693, -0.05056], [-0.66096, 0.69570, -5.88458], [-1.85703, -2.86860, -1.42095], [0.58395, 0.03731, -3.05047], [-1.91180, 0.81351, 2.81440], [-4.53089, 1.26636, 0.93897], [-3.03916, -2.91662, 2.48673], [-2.80479, -4.30244, 1.41078], [-0.78088, 1.59569, 5.53118], [5.46095, 3.33730, 0.31539], [-1.22136, 0.60487, 3.63620], [-2.74241, -0.47837, 4.71959], [0.15574, 2.52351, 1.10275], [-3.86710, -1.03373, 0.76981], [5.31244, -1.84594, 1.83873], [-4.01890, -2.53835, -1.30833], [3.34652, -0.52009, 0.52438], [1.77054, 4.17632, 2.70847], [2.42842, 4.79691, 3.30355], [-1.26926, -1.87876, 0.02903], [1.88582, -2.21242, 2.93739], [-0.58012, 2.23235, -1.85497], [-1.76988, -2.13824, -2.22333], [3.40767, -0.55288, -2.33476], [-1.01380, -4.84289, -1.04766], [1.66216, -0.26464, 3.91642], [2.52131, -2.14040, 4.58142], [0.37327, 0.30030, 2.70435], [-3.03361, 2.71063, 0.48550], [0.78365, -2.21857, 4.31764], [-1.23939, 3.46305, -1.95128], [2.75125, 2.98742, -1.12146], [6.76954, 0.94853, 1.82389], [0.74849, -0.22708, 5.88755], [-1.73222, -0.65238, 4.34143], [0.20137, 1.81860, -2.95237], [4.59941, -0.46793, 1.11188], [-1.89873, 3.78805, -1.15305], [0.75733, -3.82354, 0.55743], [1.71523, -1.79732, 3.92915], [-1.77707, -1.51423, 3.67676], [1.64059, 2.82510, 2.99839], [2.53980, 1.24940, -5.49148], [0.55862, -4.17641, 2.27176], [-4.83516, -0.08353, 1.04871], [4.23097, -0.34271, -3.87827], [-1.27459, 1.80557, 4.58232], [-0.20481, 4.34420, 0.00093], [-1.06931, -2.97636, 1.50910], [-1.99539, -4.24255, 2.96709], [3.36578, 1.68870, -0.15982], [-5.28192, 2.01448, 1.16020], [-1.17144, -4.41921, -2.74166], [-1.11063, -0.91880, 5.19759], [1.10505, 5.77902, 1.44557], [-0.68471, -2.25168, 2.22993], [1.46832, 1.31263, 5.45478], [2.59314, 0.09976, 3.46398], [-1.04976, 4.31222, -3.03075], [2.19616, 2.41510, 3.82885], [-5.82645, -0.39722, 1.34988], [0.87160, -0.61986, -0.40499], [-0.82739, 2.70161, 4.15466], [5.23575, 0.76879, 1.08482], [-0.86910, -0.53150, -4.07537], [-0.54974, 1.33542, -0.19448], [-1.66374, -0.61396, -3.32882], [-1.80430, 1.34040, -4.70828], [1.01592, 2.38599, -4.86117], [0.41284, 2.68961, -4.01928], [0.02363, -4.04642, 1.32992], [-0.17899, 3.94245, -4.04528], [2.00277, -1.42410, -4.14268], [0.13882, -3.72560, -1.78681], [-3.30628, -3.35391, -1.41292], [2.21108, 0.20991, -5.49255], [4.62759, 1.84070, 0.41803], [-0.09108, -2.58822, -3.97712], [-2.31046, -3.63312, 2.11621], [-0.42126, -5.00857, 1.07547], [-2.22665, -0.07619, -5.66959], [0.00488, 4.61047, -4.87743], [3.46630, 1.03913, -3.09232], [-1.52979, -2.38466, -4.97875], [0.80258, 2.00931, 2.24538], [1.58400, 0.23647, 5.36188], [-3.51279, -3.84987, -2.36437], [-3.25991, 1.65062, 0.54695], [-1.40971, 0.42285, -5.14188], [-2.26488, 0.70883, 0.26363], [-0.91283, -4.02376, -1.75777], [2.49446, -0.05116, 5.89275], [-3.49357, -4.08423, -0.62462], [2.08618, -0.33386, -4.06764], [-0.59398, -1.91291, -4.67111], [-2.31989, 2.03441, 4.80560], [1.29527, 0.13392, -6.07457], [2.54530, -2.13823, 0.38867], [0.03437, -1.82826, -5.55960], [-2.57632, -0.65343, 0.38769], [-1.56522, 5.26362, -3.07012], [3.36632, -0.03075, -3.28928]], "atomic_forces_ev_per_a": [[0.03, -0.01, 0.00], [0.05, 0.01, -0.08], [0.02, -0.02, 0.05], [-0.01, 0.00, 0.01], [-0.02, -0.23, -0.13], [-0.02, 0.00, 0.01], [-0.08, -0.04, 0.01], [0.08, 0.04, 0.09], [-0.01, 0.02, -0.05], [-0.01, -0.02, 0.00], [-0.01, 0.04, -0.02], [0.03, 0.01, 0.01], [0.01, 0.01, -0.03], [0.00, 0.00, 0.00], [-0.05, 0.01, 0.04], [0.02, 0.02, -0.01], [0.04, 0.11, 0.05], [0.00, 0.00, 0.01], [0.02, 0.00, 0.01], [0.03, -0.01, -0.03], [-0.02, -0.43, 0.10], [-0.01, -0.01, 0.00], [-0.01, -0.01, -0.01], [0.04, -0.05, 0.01], [-0.01, 0.01, 0.02], [0.06, 0.06, -0.13], [0.00, 0.07, -0.08], [-0.02, -0.03, 0.01], [0.00, 0.00, 0.02], [0.06, -0.02, 0.07], [0.00, 0.02, -0.01], [0.00, -0.05, -0.07], [0.01, -0.04, 0.01], [0.00, 0.02, 0.00], [-0.01, 0.01, 0.01], [-0.11, 0.05, 0.08], [0.02, 0.02, 0.01], [0.02, 0.01, -0.01], [0.00, -0.04, 0.02], [-0.10, 0.02, 0.06], [-0.03, 0.06, 0.01], [0.01, -0.03, -0.05], [-0.10, -0.01, 0.04], [-0.02, -0.02, 0.01], [-0.03, 0.03, 0.04], [-0.04, 0.00, 0.02], [-0.01, -0.01, 0.00], [0.00, -0.01, -0.02], [0.00, 0.01, 0.00], [-0.01, 0.00, 0.00], [0.01, 0.00, 0.04], [0.01, -0.04, 0.03], [0.02, -0.05, 0.05], [-0.01, 0.02, 0.00], [-0.03, 0.11, 0.04], [0.02, -0.02, 0.00], [0.01, 0.02, 0.00], [-0.02, 0.00, -0.03], [0.00, -0.02, 0.01], [0.03, 0.05, -0.01], [0.03, 0.06, -0.04], [0.01, 0.00, 0.01], [0.02, -0.03, -0.01], [0.00, -0.03, 0.07], [0.02, 0.00, -0.01], [-0.39, 0.55, -0.43], [0.00, 0.00, -0.03], [-0.03, -0.01, -0.01], [-0.02, -0.02, 0.00], [0.03, 0.06, 0.03], [-0.02, -0.02, 0.05], [0.01, -0.02, 0.00], [-0.01, -0.01, 0.02], [-0.01, 0.01, -0.02], [-0.08, -0.11, -0.08], [-0.02, 0.02, 0.02], [-0.01, -0.02, 0.01], [-0.02, 0.03, 0.02], [-0.03, -0.04, -0.01], [0.00, 0.03, -0.03], [0.01, -0.01, 0.03], [-0.02, 0.00, 0.05], [-0.01, -0.02, 0.00], [-0.01, 0.01, -0.01], [0.02, 0.02, 0.02], [0.00, -0.02, 0.02], [-0.01, -0.02, -0.01], [0.01, 0.02, 0.00], [-0.02, 0.01, 0.02], [-0.01, 0.01, 0.00], [0.01, 0.01, 0.02], [0.03, 0.03, 0.01], [0.00, 0.00, -0.02], [-0.13, 0.02, 0.09], [0.04, -0.03, 0.01], [0.00, 0.00, -0.02], [0.02, 0.02, -0.01], [0.07, -0.01, -0.04], [0.00, -0.03, -0.03], [0.01, -0.03, 0.01], [0.00, -0.01, 0.01], [0.63, -0.01, 0.14], [0.00, -0.01, 0.01], [-0.07, -0.03, -0.02], [0.01, -0.02, 0.00], [0.05, 0.06, 0.00]]}

***

Record 2
{"formula": "C42H54GeNNiO2Si3", "method": "wB97M-V/def2-TZVPD", "homo_ev": [-7.69, -8.45], "s_squared": 3.763, "gap_ev": [8.14, 6.90], "spin_multiplicity": 4, "symbols": ["H", "H", "H", "H", "H", "C", "H", "H", "H", "H", "C", "H", "H", "Ni", "C", "H", "C", "H", "H", "C", "C", "H", "C", "H", "O", "H", "C", "C", "C", "H", "Si", "Ge", "H", "C", "H", "H", "H", "H", "H", "H", "C", "C", "H", "C", "C", "C", "H", "H", "H", "H", "C", "C", "C", "C", "H", "C", "C", "H", "C", "H", "H", "C", "H", "Si", "C", "H", "C", "H", "H", "C", "H", "H", "H", "C", "C", "C", "H", "H", "C", "C", "H", "O", "H", "C", "H", "H", "H", "C", "H", "H", "C", "C", "C", "C", "N", "C", "H", "C", "H", "C", "C", "H", "Si", "H"], "xyz": [[-2.55417, -4.20162, 1.00662], [2.95175, 0.98269, 4.96643], [-0.39947, -6.32411, 0.29883], [-0.27327, 0.62558, -4.77739], [1.29198, -4.57656, -1.76347], [1.42359, 1.61566, -3.90574], [1.19075, -5.77430, 0.81603], [-0.78615, -0.21205, 5.16240], [-1.08019, -1.60283, -2.12812], [4.60539, -2.55979, -0.76002], [3.04891, 1.73694, 4.19451], [-4.55021, 0.54918, -0.34762], [-3.90914, 0.72132, -3.98932], [-0.32443, 0.15957, 0.27687], [-0.09799, -0.26367, 4.31497], [0.72316, -3.50341, 4.31779], [0.31095, 0.79629, -3.88381], [-2.55684, -0.69312, 2.01162], [-2.89279, -2.37512, 2.40435], [2.13710, 1.81313, -2.73805], [-5.92946, -1.00585, -0.88450], [-0.37736, -4.66474, -2.31754], [4.28618, -1.22591, 1.91882], [1.75638, 0.70190, 2.83971], [-2.00834, 0.14741, -0.46481], [3.19138, -3.57551, -1.04577], [3.24478, -4.04250, 2.03064], [2.22422, 4.33807, -0.73771], [-3.51808, 2.81887, -4.17547], [4.52664, 4.70236, 3.56246], [-0.60396, -1.69876, 3.19177], [0.60880, -1.84971, 1.06684], [2.57127, 0.43894, 0.23782], [-1.29509, -0.65544, -2.62905], [-3.17961, -2.22171, -3.29955], [-4.11571, 2.92353, -5.07267], [-1.40822, 2.43724, -0.97353], [-7.06732, -2.68591, -1.59585], [-2.61754, -4.28730, -0.75255], [-0.67862, 3.64579, 0.82306], [0.32945, -4.06144, -1.74272], [-2.63404, 1.43301, -2.41215], [3.08682, -1.83580, -1.30618], [-6.13570, -2.13840, -1.66312], [-0.06191, 0.18949, -2.69325], [1.89908, 5.56868, -1.28952], [-5.29955, -3.44170, -3.14134], [-2.97300, 4.89409, -4.11478], [2.63612, 6.10303, -1.87651], [-1.65160, -0.83651, -3.64177], [3.51863, -2.60701, -0.66300], [-3.71920, -0.74978, -1.82497], [1.72465, 1.18324, -1.57284], [3.24406, 3.65478, 2.20773], [0.39118, 7.07718, -1.51674], [-0.28927, 5.42104, -0.32829], [2.45944, 2.52685, 1.98531], [4.31155, -4.25640, 2.12503], [-4.72914, -0.32233, -0.96453], [-2.50787, -2.72049, 0.05130], [2.79013, -4.85534, 1.46580], [1.29901, 3.63731, 0.03244], [0.45956, -3.10715, -2.25688], [2.99411, -2.38318, 1.15202], [-2.43524, -1.45993, 2.78189], [3.31814, 4.42997, 1.45942], [0.64031, 6.11465, -1.08844], [-2.99325, -1.14205, 3.66564], [1.72849, 2.09932, -4.82477], [1.61759, 2.29689, 0.70134], [-0.19150, -5.59672, 1.89555], [-1.61394, 4.64666, -2.05894], [3.21696, 3.93885, -0.90515], [-2.11852, 3.78751, -2.48495], [-1.99825, 2.54645, -1.87664], [-2.40909, 0.05005, -1.78585], [4.16004, -1.12264, 2.99710], [-0.82717, -3.25325, 5.12824], [-5.14273, -2.56146, -2.52970], [3.92818, 3.81306, 3.40617], [-0.14423, 0.69007, 3.78488], [0.45140, 1.64812, 1.05189], [-0.75550, -4.16500, 3.61501], [3.83246, 2.86061, 4.40670], [5.27555, -1.65477, 1.73937], [2.80845, -4.04680, 3.03161], [4.27248, -0.22378, 1.49028], [-2.16681, -3.75557, 0.08737], [3.01189, 2.44714, -2.72856], [0.91176, -0.38401, 4.71052], [-3.94036, -1.86849, -2.61378], [0.12662, -5.54300, 0.85308], [-0.33876, -3.31115, 4.15233], [2.37823, 1.57255, 2.99363], [0.64340, 0.38402, -1.56885], [-3.39826, 1.57848, -3.56595], [-6.70528, -0.65720, -0.21440], [-2.87716, 3.92694, -3.63759], [4.35691, 3.00046, 5.34334], [0.03953, 4.19287, 0.22704], [2.44840, 1.39426, -0.27751], [3.42894, 1.82921, -0.45988], [-0.27686, -3.86984, 0.05275], [-1.27459, 5.83982, -0.16418]], "atomic_forces_ev_per_a": [[0.03, 0.00, 0.01], [0.02, 0.02, 0.01], [-0.07, 0.06, -0.05], [-0.04, 0.00, 0.03], [-0.01, 0.01, 0.01], [-0.04, -0.01, 0.00], [-0.06, -0.06, -0.03], [-0.03, -0.07, 0.00], [-0.02, -0.05, -0.10], [0.02, 0.00, 0.04], [0.03, -0.09, -0.03], [-0.01, 0.00, 0.01], [-0.01, -0.01, 0.02], [-0.26, 1.45, -1.27], [-0.02, -0.15, -0.28], [-0.01, 0.01, 0.00], [0.10, -0.05, -0.03], [-0.08, -0.01, 0.00], [0.02, 0.03, -0.01], [0.06, -0.10, -0.08], [0.04, 0.04, 0.01], [-0.04, -0.01, 0.04], [-0.46, 0.08, 0.00], [0.06, 0.03, -0.06], [0.21, -0.15, 0.62], [-0.02, 0.03, -0.01], [-0.27, 0.16, -0.07], [-0.07, 0.06, 0.01], [0.00, 0.03, -0.05], [0.00, -0.01, -0.01], [-0.13, 0.05, 0.21], [0.71, -1.67, 1.16], [0.08, 0.01, -0.04], [-0.23, 0.19, 0.48], [-0.03, -0.03, 0.05], [-0.01, -0.02, 0.01], [-0.07, 0.01, -0.09], [0.00, 0.01, -0.01], [0.03, -0.05, -0.04], [0.02, 0.03, 0.01], [0.00, 0.19, 0.22], [0.00, 0.00, 0.10], [0.03, 0.01, -0.01], [-0.03, -0.04, -0.05], [0.05, -0.03, -0.16], [0.05, -0.01, -0.05], [0.01, 0.02, 0.00], [0.00, 0.00, 0.00], [-0.02, 0.00, -0.01], [0.05, -0.05, 0.00], [-0.18, 0.04, 0.20], [0.18, 0.07, 0.22], [0.11, -0.08, -0.14], [0.02, -0.11, -0.01], [-0.01, -0.01, -0.01], [0.15, 0.11, 0.15], [-0.24, 0.03, -0.12], [0.04, 0.07, -0.02], [-0.03, -0.04, 0.01], [-0.08, 0.05, -0.06], [0.05, 0.02, 0.06], [-0.13, 0.00, 0.07], [0.01, -0.04, -0.01], [0.46, -0.02, -0.28], [0.25, -0.04, -0.02], [-0.02, 0.03, -0.01], [0.01, 0.05, 0.03], [0.05, 0.00, 0.05], [0.00, 0.01, 0.01], [0.59, 0.09, -0.16], [0.01, -0.01, -0.01], [-0.10, -0.17, -0.14], [0.00, 0.00, 0.04], [-0.03, 0.07, -0.08], [-0.02, -0.02, 0.06], [0.10, -0.14, -0.56], [-0.03, 0.03, 0.04], [-0.02, 0.03, 0.00], [-0.08, -0.07, -0.01], [0.06, 0.10, -0.02], [-0.04, -0.02, 0.05], [-0.42, -0.53, 0.18], [0.00, 0.01, 0.01], [0.01, 0.01, 0.02], [-0.05, -0.08, -0.05], [0.02, -0.01, 0.00], [0.03, 0.03, 0.03], [0.20, 0.15, 0.00], [-0.01, -0.02, 0.04], [0.01, 0.00, -0.01], [0.09, 0.03, -0.02], [0.18, 0.34, 0.14], [-0.03, 0.16, -0.21], [0.03, -0.07, -0.07], [-0.08, 0.21, 0.23], [0.06, 0.04, -0.02], [0.01, -0.02, 0.01], [-0.01, -0.04, -0.03], [-0.01, -0.02, 0.00], [0.05, 0.06, 0.08], [-0.42, 0.17, 0.23], [0.06, -0.05, 0.00], [-0.40, -0.29, -0.44], [0.01, 0.00, 0.04]]}

***

no.,energy (Ha)
1,-6398.1708
2,-6291.8719